1.
C20H25CsIN4O2 as an isolated structure, computed with ωB97M-V with the def2-TZVPD basis set.

Values from the calculation:
Gap between HOMO and LUMO   6.322 eV
Relative energy (zero: lowest compared OMol25 entry of this formula, charge and spin)   1.3563 eV
Multiplicity   1
Max |F|   3.59 eV/Å
Charge   +1
HOMO energy   -0.3416 Eh

Last column: Löwdin charge in e.
Geometry (Å):
Cs1 0.348 -1.119 0.383  1.220
C1 -4.713 -2.027 0.469  -0.030
C2 -3.933 -2.300 -0.788  -0.275
N1 -4.602 -2.749 -1.833  0.099
C3 -3.947 -3.072 -2.950  -0.116
C4 -2.573 -2.987 -3.053  -0.161
C5 -1.833 -3.496 -4.263  -0.193
O1 -0.996 -4.611 -3.947  -0.060
C6 -1.851 -2.492 -1.958  -0.100
C7 -0.383 -2.545 -2.045  -0.251
N2 0.329 -1.623 -2.548  0.000
C8 1.694 -1.801 -2.750  -0.380
C9 2.221 -3.007 -3.230  -0.004
C10 3.579 -3.141 -3.462  -0.059
C11 4.440 -2.079 -3.223  -0.072
C12 3.937 -0.863 -2.784  -0.145
C13 2.578 -0.736 -2.570  -0.625
I1 1.806 1.134 -1.940  0.848
C14 -2.520 -2.093 -0.771  -0.386
O2 -1.917 -1.582 0.253  -0.563
H1 -5.760 -2.252 0.289  0.076
H2 -4.598 -0.985 0.780  0.050
H3 -4.342 -2.646 1.289  0.083
H4 -4.554 -3.422 -3.778  0.109
H5 -1.153 -2.732 -4.642  0.120
H6 -2.540 -3.753 -5.055  0.121
H7 -1.558 -5.355 -3.711  0.099
H8 0.089 -3.461 -1.648  0.143
H9 1.534 -3.812 -3.466  0.112
H10 3.968 -4.075 -3.845  0.113
H11 5.502 -2.187 -3.403  0.111
H12 4.596 -0.019 -2.636  0.098
C15 -2.525 4.546 -0.247  -0.055
C16 -1.690 3.279 -0.559  -0.132
N3 -1.855 2.306 0.513  -0.149
C17 -3.213 1.772 0.496  -0.129
C18 -4.228 2.942 0.510  -0.049
N4 -3.465 4.186 0.864  -0.087
C19 -2.691 3.965 2.128  -0.056
C20 -1.583 2.932 1.800  -0.126
H13 -3.104 4.876 -1.107  0.138
H14 -1.903 5.371 0.095  0.137
H15 -0.636 3.535 -0.665  0.119
H16 -2.013 2.817 -1.491  0.137
H17 -3.341 1.121 1.360  0.128
H18 -3.350 1.155 -0.391  0.134
H19 -5.016 2.792 1.247  0.138
H20 -4.687 3.099 -0.465  0.139
H21 -4.122 4.950 1.005  0.191
H22 -3.382 3.596 2.884  0.138
H23 -2.279 4.915 2.462  0.137
H24 -1.551 2.167 2.575  0.132
H25 -0.604 3.409 1.754  0.133

2.
A 3-piece molecular cluster, C20H25F6N4O5 overall, computed with ωB97M-V with the def2-TZVPD basis set.

Values from the calculation:
Gap between HOMO and LUMO   5.279 eV
Multiplicity   1
Max |F|   6.62 eV/Å
Charge   +1
HOMO energy   -0.4022 Eh

Last column: Löwdin charge in e.
Geometry (Å):
C1 3.282 -0.798 -0.772  0.093
C2 2.120 -0.741 -1.368  -0.123
C3 0.710 -0.843 -2.115  -0.192
C4 0.759 -0.288 -3.660  -0.186
C5 -0.319 0.880 -3.926  -0.125
C6 0.252 2.369 -3.759  0.009
C7 1.816 2.666 -3.594  0.113
C8 2.221 4.204 -3.441  0.094
C9 0.964 5.208 -3.439  0.011
N1 -0.396 4.817 -3.594  0.123
N2 -0.639 3.514 -3.752  -0.029
C10 -2.103 3.168 -3.960  -0.139
O1 -2.560 2.726 -5.052  0.171
C11 -3.210 3.408 -2.781  -0.164
F1 -2.627 3.754 -1.522  0.073
F2 -3.952 4.586 -3.212  0.071
C12 -4.208 2.159 -2.564  -0.161
F3 -3.695 0.903 -3.066  0.065
F4 -4.369 1.971 -1.130  0.075
C13 -5.694 2.362 -3.160  -0.164
F5 -6.463 3.373 -2.488  0.087
F6 -5.602 2.632 -4.590  0.054
C14 -6.585 0.991 -3.060  -0.246
O2 -6.491 0.153 -2.121  0.105
O3 -7.556 0.707 -4.098  0.060
H1 4.309 -0.721 -0.253  0.040
H2 -0.062 -0.267 -1.481  0.107
H3 0.335 -1.946 -2.136  0.126
H4 0.414 -1.197 -4.303  0.129
H5 1.829 -0.056 -4.001  0.104
H6 -0.758 0.702 -4.989  0.149
H7 -1.184 0.722 -3.162  0.124
H8 2.624 1.857 -3.609  0.115
H9 3.307 4.553 -3.334  0.123
H10 1.247 6.329 -3.333  0.140
H11 -7.485 -0.257 -4.306  0.137
C15 5.488 0.120 3.032  -0.009
C16 4.969 -1.172 2.461  -0.539
O4 5.242 -1.538 1.321  -0.028
N3 4.176 -1.945 3.247  0.023
C17 3.740 -1.696 4.604  -0.074
H12 6.106 0.622 2.286  0.084
H13 4.655 0.777 3.291  0.086
H14 6.104 -0.079 3.912  0.088
H15 3.867 -2.795 2.793  0.148
H16 4.085 -2.523 5.228  0.084
H17 2.648 -1.674 4.611  0.059
H18 4.127 -0.758 4.998  0.077
C18 -1.555 -3.742 4.827  -0.011
C19 -0.077 -3.545 5.029  -0.544
O5 0.585 -2.803 4.311  0.011
N4 0.526 -4.221 6.044  0.004
C20 -0.071 -5.135 6.993  -0.074
H19 -1.887 -3.137 3.981  0.084
H20 -1.768 -4.790 4.607  0.087
H21 -2.101 -3.421 5.717  0.087
H22 1.518 -4.037 6.115  0.138
H23 0.099 -4.743 7.998  0.086
H24 0.430 -6.101 6.898  0.086
H25 -1.139 -5.263 6.829  0.077

3.
C20H25FMoN9O5 as an isolated structure, computed with ωB97M-V with the def2-TZVPD basis set.

Values from the calculation:
Gap between HOMO and LUMO (alpha / beta)   7.708 / 7.385 eV
Multiplicity   3
<S²>   2.0102
Max |F|   0.66 eV/Å
Charge   +3
HOMO energy (alpha / beta)   -0.5876 / -0.5884 Eh

Last column: Löwdin charge in e.
Geometry (Å):
Mo1 0.834 -0.018 0.130  1.804
N1 0.387 2.185 0.043  -0.039
N2 -0.981 2.341 0.324  0.043
C1 -1.794 1.233 0.225  -0.595
O1 -2.972 1.208 0.278  0.199
O2 -1.030 0.084 0.093  -0.216
H1 0.948 2.617 0.779  0.134
H2 0.633 2.621 -0.847  0.130
H3 -1.396 3.262 0.270  0.178
F1 0.185 -6.766 -0.118  0.094
C2 0.760 -6.079 0.879  -0.170
C3 0.903 -4.736 0.710  0.102
C4 1.456 -3.946 1.728  -0.051
C5 1.543 -2.519 1.592  -0.232
O3 1.124 -1.968 0.497  -0.175
C6 2.062 -1.799 2.683  -0.018
C7 2.477 -2.492 3.807  0.084
N3 2.418 -3.811 3.930  0.045
C8 2.833 -4.426 5.186  -0.241
C9 4.062 -3.919 5.875  -0.059
C10 4.080 -5.263 5.211  -0.075
C11 1.873 -4.583 2.910  -0.092
C12 1.731 -5.965 3.057  0.077
C13 1.154 -6.754 2.066  -0.107
N4 0.994 -8.120 2.253  -0.067
C14 0.685 -8.658 3.572  -0.116
C15 1.602 -9.845 3.870  -0.056
N5 1.848 -10.604 2.584  0.075
C16 0.681 -10.476 1.652  -0.073
C17 0.577 -9.026 1.176  -0.112
C18 2.187 -0.317 2.773  -0.482
O4 2.631 0.237 3.730  0.179
O5 1.869 0.391 1.655  -0.214
H4 0.553 -4.283 -0.207  0.146
H5 2.864 -1.938 4.651  0.163
H6 1.984 -4.718 5.790  0.165
H7 4.028 -3.867 6.953  0.124
H8 4.635 -3.135 5.400  0.118
H9 4.078 -6.148 5.832  0.114
H10 4.639 -5.341 4.289  0.120
H11 2.100 -6.421 3.962  0.108
H12 -0.366 -8.962 3.616  0.144
H13 0.814 -7.909 4.346  0.126
H14 1.150 -10.534 4.581  0.146
H15 2.573 -9.530 4.245  0.139
H16 2.038 -11.587 2.786  0.193
H17 2.683 -10.233 2.126  0.189
H18 -0.196 -10.802 2.209  0.143
H19 0.823 -11.151 0.811  0.149
H20 -0.451 -8.860 0.849  0.142
H21 1.228 -8.882 0.315  0.138
N6 5.037 0.807 -4.998  0.230
C19 3.867 0.601 -4.419  -0.432
N7 2.752 0.573 -5.140  0.226
N8 3.898 0.419 -3.082  0.172
C20 2.924 0.341 -2.295  -0.267
N9 2.127 0.257 -1.434  -0.001
H22 5.135 0.939 -5.992  0.144
H23 5.864 0.852 -4.424  0.145
H24 2.766 0.715 -6.138  0.142
H25 1.866 0.354 -4.719  0.127

4.
One molecule with the formula C20H25IN2O, computed with ωB97M-V with the def2-TZVPD basis set.

Values from the calculation:
Gap between HOMO and LUMO   8.279 eV
Relative energy (zero: lowest compared OMol25 entry of this formula, charge and spin)   0.0000 eV
Multiplicity   1
Max |F|   2.33 eV/Å
HOMO energy   -0.2929 Eh

Last column: Löwdin charge in e.
Geometry (Å):
O1 2.352 3.456 -3.160  0.015
I1 -0.589 2.214 -4.605  0.803
C1 1.665 2.889 -2.350  -0.552
C2 0.349 1.742 -0.156  0.051
C3 0.375 2.261 -2.581  -0.414
C4 -0.274 1.675 -1.494  -0.306
C5 1.586 2.348 -0.016  -0.243
C6 1.811 -2.678 1.089  -0.109
C7 2.459 -2.173 -0.024  -0.079
C8 1.710 -1.967 2.291  -0.071
C9 2.999 -0.891 0.057  -0.036
C10 2.285 -0.694 2.330  -0.052
C11 2.920 -0.120 1.224  -0.227
N1 2.201 2.910 -1.080  0.167
N2 -1.527 1.180 -1.669  0.026
C12 -4.165 0.475 0.053  -0.073
C13 2.313 2.317 1.282  -0.143
C14 3.449 1.314 1.302  -0.140
C15 -1.647 -2.515 -0.696  -0.175
C16 -2.687 -2.415 0.433  -0.197
C17 -0.963 -1.176 -1.045  -0.149
C18 -2.622 -1.104 1.190  -0.167
C19 -2.026 -0.092 -1.151  -0.278
C20 -2.700 0.139 0.242  -0.314
H1 -0.137 1.259 0.682  0.103
H2 1.352 -3.654 1.102  0.096
H3 2.510 -2.746 -0.919  0.099
H4 1.246 -2.404 3.152  0.096
H5 3.452 -0.461 -0.823  0.111
H6 2.290 -0.154 3.277  0.114
H7 3.138 3.263 -1.030  0.161
H8 -1.991 1.468 -2.547  0.037
H9 -4.515 0.903 0.964  0.067
H10 -4.775 -0.397 -0.234  0.087
H11 -4.301 1.224 -0.749  0.086
H12 2.735 3.260 1.560  0.115
H13 1.563 2.053 2.018  0.114
H14 4.042 1.414 2.224  0.120
H15 4.136 1.564 0.426  0.133
H16 -2.151 -2.907 -1.600  0.113
H17 -0.872 -3.250 -0.368  0.104
H18 -3.691 -2.481 -0.017  0.108
H19 -2.553 -3.240 1.105  0.097
H20 -0.242 -0.905 -0.293  0.086
H21 -0.443 -1.332 -2.005  0.131
H22 -1.666 -1.040 1.760  0.114
H23 -3.420 -1.035 1.926  0.108
H24 -2.773 -0.453 -1.839  0.146
H25 -2.209 0.952 0.763  0.117